C2H10O4 | wB97M-V/def2-TZVPD

The calculation puts the molecular weight at 98.098 g/mol. Its frontier orbital gap is 10.7 eV. Its calculated total energy is -383.1360 hartree. As for the HOMO energy: -10.1 eV. The largest force on an atom comes out at 2.451 eV Å⁻¹. The relative energy (zero: lowest compared OMol25 entry of this formula, charge and spin) comes out at 0.5320 eV.

```
16
Properties=species:S:1:pos:R:3:forces:R:3:lowdin_charge:R:1
C 1.876 -0.452 1.509 1.038 0.014 -0.186 -0.05
C 0.617 0.065 0.936 -2.352 -0.686 -0.043 -0.28
O -0.395 -0.627 0.940 0.746 0.016 0.038 -0.01
H 2.454 -0.987 0.750 -0.054 0.237 -0.354 0.09
H 1.693 -1.235 2.242 -0.243 0.345 0.275 0.09
H 2.523 0.352 1.867 -0.095 -0.149 0.195 0.08
H 0.431 1.072 0.526 1.031 0.144 0.087 0.11
O -2.704 1.023 1.157 -0.482 0.430 0.368 -0.05
H -2.436 0.202 1.584 0.223 -0.039 -0.409 0.04
H -2.699 0.884 0.207 0.042 -0.430 -0.040 0.06
O -1.027 3.124 0.597 -0.427 -0.542 0.600 -0.09
H -1.014 3.700 1.367 0.215 0.358 -0.107 0.03
H -1.610 2.403 0.940 0.360 0.300 -0.427 -0.01
O 1.056 -3.294 -5.105 0.174 0.846 -0.008 -0.06
H 0.837 -2.386 -4.826 0.134 -0.595 -0.183 0.04
H 0.396 -3.844 -4.690 -0.309 -0.250 0.194 0.02
```
Forces are in eV/Å.